[1]
C50H39AsN10P2STeTi | ωB97M-V with the def2-TZVPD basis set

Each line ends with the Löwdin spin population.
Geometry (Å):
Ti (0.059, 0.103, 0.040)  1.66
N (3.251, 1.499, -0.672)  0.00
C (3.039, 1.024, 0.599)  0.00
N (3.957, 1.089, 1.545)  0.00
N (3.346, 0.559, 2.626)  0.00
N (2.147, 0.201, 2.328)  0.01
N (1.895, 0.486, 1.020)  0.01
C (2.280, 1.522, -1.638)  0.01
N (2.443, 2.119, -2.805)  0.00
N (1.285, 1.882, -3.458)  0.01
N (0.495, 1.183, -2.722)  0.01
N (1.092, 0.918, -1.521)  0.02
H (4.116, 1.969, -0.858)  0.00
S (0.615, -2.301, 0.257)  0.04
C (0.313, -2.944, 1.858)  0.01
C (0.579, -4.308, 2.096)  0.00
C (0.405, -4.880, 3.343)  0.00
C (-0.028, -4.107, 4.420)  0.00
C (-0.303, -2.765, 4.206)  0.00
C (-0.164, -2.186, 2.944)  0.01
As (-0.708, -0.345, 2.601)  0.04
C (-2.662, -0.620, 2.696)  0.01
C (-3.273, -1.867, 2.683)  0.00
C (-4.663, -1.972, 2.739)  0.00
C (-5.451, -0.832, 2.803)  0.00
C (-4.848, 0.424, 2.815)  0.00
C (-3.467, 0.520, 2.755)  0.00
C (-0.586, 0.418, 4.432)  0.00
C (-1.620, 0.293, 5.359)  0.00
C (-1.516, 0.849, 6.630)  0.00
C (-0.375, 1.546, 7.001)  0.00
C (0.658, 1.683, 6.088)  0.00
C (0.554, 1.127, 4.817)  0.00
H (0.937, -4.906, 1.265)  0.00
H (0.618, -5.935, 3.486)  0.00
H (-0.152, -4.542, 5.405)  0.00
H (-0.631, -2.154, 5.038)  0.00
H (-2.665, -2.761, 2.628)  0.00
H (-5.127, -2.952, 2.737)  0.00
H (-6.533, -0.917, 2.843)  0.00
H (-5.452, 1.325, 2.864)  0.00
H (-3.000, 1.496, 2.777)  0.00
H (-2.518, -0.246, 5.098)  0.00
H (-2.337, 0.737, 7.330)  0.00
H (-0.296, 1.979, 7.992)  0.00
H (1.554, 2.229, 6.360)  0.00
H (1.373, 1.226, 4.125)  0.00
Te (-2.708, 2.000, -3.589)  0.00
C (-4.482, 1.363, -4.579)  0.00
C (-4.476, 1.161, -5.954)  0.00
C (-5.634, 0.737, -6.593)  0.00
N (-6.791, 0.509, -5.968)  0.00
C (-6.793, 0.723, -4.647)  0.00
C (-5.688, 1.147, -3.924)  0.00
C (-2.709, 0.716, -1.885)  0.02
P (-1.436, -0.608, -2.007)  0.03
C (-2.375, -2.127, -1.412)  0.01
C (-1.844, -3.391, -1.710)  0.00
C (-2.496, -4.552, -1.329)  0.00
C (-3.697, -4.479, -0.622)  0.00
C (-4.213, -3.239, -0.292)  0.00
C (-3.552, -2.072, -0.682)  0.00
C (-1.495, -1.153, -3.783)  0.00
C (-0.374, -1.139, -4.605)  0.00
C (-0.452, -1.586, -5.923)  0.00
C (-1.651, -2.065, -6.429)  0.00
C (-2.782, -2.078, -5.616)  0.00
C (-2.704, -1.621, -4.308)  0.00
P (-2.235, 1.476, -0.325)  0.03
C (-1.024, 2.932, -0.335)  0.01
C (0.018, 2.930, 0.599)  0.02
C (0.990, 3.931, 0.609)  0.00
C (0.916, 4.977, -0.290)  0.00
C (-0.151, 5.036, -1.179)  0.00
C (-1.106, 4.030, -1.198)  0.00
C (-3.709, 2.498, 0.140)  0.00
C (-3.630, 3.653, 0.918)  0.00
C (-4.782, 4.328, 1.318)  0.00
C (-6.035, 3.852, 0.959)  0.00
C (-6.128, 2.675, 0.228)  0.00
C (-4.975, 1.999, -0.157)  0.00
H (-3.564, 1.303, -6.525)  0.00
H (-5.631, 0.555, -7.665)  0.00
H (-7.740, 0.545, -4.144)  0.00
H (-5.762, 1.308, -2.861)  0.00
H (-0.907, -3.454, -2.246)  0.00
H (-2.072, -5.519, -1.580)  0.00
H (-4.217, -5.386, -0.332)  0.00
H (-5.143, -3.170, 0.262)  0.00
H (-3.966, -1.103, -0.426)  0.00
H (0.563, -0.762, -4.217)  0.00
H (0.430, -1.555, -6.555)  0.00
H (-1.708, -2.423, -7.451)  0.00
H (-3.729, -2.439, -6.003)  0.00
H (-3.588, -1.619, -3.682)  0.00
H (0.037, 2.182, 1.375)  0.01
H (1.794, 3.887, 1.335)  0.00
H (1.672, 5.754, -0.285)  0.00
H (-0.243, 5.875, -1.861)  0.00
H (-1.936, 4.104, -1.884)  0.00
H (-2.661, 4.039, 1.207)  0.00
H (-4.696, 5.232, 1.910)  0.00
H (-6.930, 4.387, 1.257)  0.00
H (-7.102, 2.277, -0.035)  0.00
H (-5.030, 1.066, -0.701)  0.00

Charge: -2
E_LUMO (alpha / beta) (eV): 3.921 / 3.921
Frontier orbital gap (alpha / beta) (eV): 5.1080 / 6.0690
2S+1: 3

***

[2]
F6H8N3NaO16S6 | ωB97M-V with the def2-TZVPD basis set

Each line ends with the natural charge from an NBO analysis.
Geometry (Å):
Na (-0.592, -0.022, -0.749)  0.91
N (3.659, -1.368, 0.647)  -1.04
S (4.720, -0.776, -0.338)  2.43
O (4.273, 0.048, -1.430)  -0.93
O (5.851, -1.643, -0.581)  -0.96
F (5.355, 0.302, 0.665)  -0.52
S (2.750, -2.180, -0.564)  2.40
O (3.468, -3.168, -1.328)  -0.92
O (1.651, -1.483, -1.181)  -0.95
F (2.015, -3.132, 0.490)  -0.50
N (-1.873, -1.162, 1.184)  -1.23
S (-2.895, -1.091, 2.545)  2.42
O (-2.379, -1.565, 3.799)  -0.86
O (-4.283, -1.221, 2.210)  -0.90
F (-2.777, 0.488, 2.829)  -0.50
S (-1.709, -2.702, 1.115)  2.47
O (-2.787, -3.469, 0.568)  -0.92
O (-1.010, -3.281, 2.215)  -0.89
F (-0.638, -2.705, -0.089)  -0.50
N (0.098, 2.203, -0.128)  -1.24
S (0.132, 3.354, 1.118)  2.42
O (-0.304, 4.699, 0.816)  -0.88
O (1.180, 3.124, 2.052)  -0.88
F (-1.182, 2.786, 1.839)  -0.50
S (1.089, 2.927, -1.100)  2.43
O (2.468, 2.680, -0.787)  -0.87
O (0.632, 4.141, -1.722)  -0.90
F (0.898, 1.892, -2.356)  -0.53
O (-2.583, 2.496, -1.365)  -0.97
H (-1.678, 2.431, -1.008)  0.48
H (-2.866, 1.578, -1.487)  0.47
O (-0.565, -0.861, -3.044)  -0.95
H (-1.065, -0.731, -3.854)  0.47
H (0.133, -1.489, -3.271)  0.50
O (0.545, -0.054, 1.592)  -0.95
H (-0.351, -0.410, 1.616)  0.46
H (0.450, 0.824, 1.211)  0.46
O (-3.043, -0.440, -1.022)  -0.99
H (-3.996, -0.576, -1.028)  0.49
H (-2.794, -0.444, -0.078)  0.49

Energy above the lowest of the compared OMol25 structures with the same formula, charge and spin (kcal/mol): 22.07
Charge: -2
E_LUMO (eV): 3.495
Frontier orbital gap (eV): 7.8564

***

[3]
C3H10NO2Si | ωB97M-V with the def2-TZVPD basis set

Each line ends with the natural charge from an NBO analysis.
Geometry (Å):
C (0.395, 2.575, 0.320)  -0.19
C (0.872, 1.339, 0.504)  -0.83
C (0.867, -1.939, 0.461)  -0.76
N (1.850, -1.703, 1.676)  -0.83
O (-3.071, 0.227, -1.873)  -0.93
O (-0.812, -0.425, -1.299)  -1.13
Si (0.302, -0.289, -0.164)  2.10
H (1.034, 3.395, 0.675)  0.22
H (-0.486, 2.912, -0.212)  0.21
H (1.759, 1.344, 1.196)  0.28
H (-0.043, -2.332, 0.809)  0.25
H (1.215, -2.697, -0.247)  0.27
H (2.591, -1.178, 1.181)  0.36
H (2.145, -2.592, 2.129)  0.40
H (-3.368, 1.104, -2.262)  0.50
H (-3.661, 0.282, -1.062)  0.51
H (-1.590, -0.024, -1.831)  0.57

Energy above the lowest of the compared OMol25 structures with the same formula, charge and spin (kcal/mol): 74.79
Charge: +1
E_LUMO (eV): -4.867
Frontier orbital gap (eV): 8.8411

***

[4]
C3H14N2O | ωB97M-V with the def2-TZVPD basis set

Each line ends with the natural charge from an NBO analysis.
Geometry (Å):
C (0.431, -1.097, -0.576)  -0.20
C (1.499, -0.249, 0.348)  -0.52
C (0.911, 1.061, 0.540)  -0.08
N (2.167, 2.571, 0.333)  -0.78
N (-0.931, -0.836, -0.006)  -0.72
H (0.736, -2.147, -0.603)  0.28
H (0.483, -0.649, -1.575)  0.25
H (2.586, -0.209, 0.173)  0.30
H (1.395, -0.817, 1.300)  0.25
H (0.387, 1.444, -0.321)  0.21
H (0.474, 1.333, 1.508)  0.25
H (2.999, 2.033, 0.113)  0.43
H (2.230, 3.071, 1.253)  0.46
H (2.009, 3.103, -0.518)  0.45
H (-1.863, -1.327, -0.265)  0.53
H (-1.083, 0.162, 0.023)  0.43
H (-1.063, -1.066, 1.010)  0.45
H (-4.832, -1.449, -1.023)  0.50
H (-4.468, -2.904, -0.822)  0.50
O (-4.069, -2.028, -0.892)  -0.99

Energy above the lowest of the compared OMol25 structures with the same formula, charge and spin (kcal/mol): 60.41
Charge: +2
E_LUMO (eV): -8.675
Frontier orbital gap (eV): 9.0853

***

[5]
C20H26AsClCuN4OS2Si2 | ωB97M-V with the def2-TZVPD basis set

Each line ends with the Löwdin spin population.
Geometry (Å):
Cu (0.561, 0.236, 0.063)  0.49
S (-0.107, -1.418, 1.593)  0.13
C (1.371, -1.930, 2.347)  0.01
C (1.338, -2.900, 3.350)  0.01
C (2.493, -3.347, 3.990)  0.00
C (2.394, -4.349, 5.001)  0.00
N (2.305, -5.167, 5.809)  0.00
C (3.733, -2.801, 3.619)  0.00
C (3.778, -1.826, 2.626)  0.00
C (2.628, -1.367, 1.975)  0.01
S (2.748, -0.160, 0.745)  0.07
C (4.947, -3.223, 4.243)  0.00
N (5.927, -3.556, 4.750)  0.00
H (0.382, -3.319, 3.635)  0.00
H (4.734, -1.405, 2.343)  0.00
Cl (1.338, 1.699, -1.627)  0.09
N (-0.766, -4.358, -5.697)  0.00
C (0.098, -4.624, -4.669)  0.00
O (0.648, -5.704, -4.566)  0.00
C (0.296, -3.508, -3.686)  0.00
C (0.710, -3.829, -2.404)  0.00
C (0.832, -2.801, -1.474)  0.00
N (0.590, -1.533, -1.778)  0.00
C (0.234, -1.222, -3.017)  0.00
C (0.061, -2.177, -4.007)  0.00
H (-1.025, -5.137, -6.277)  0.00
H (-1.407, -3.589, -5.623)  0.00
H (0.915, -4.856, -2.136)  0.00
H (1.116, -2.988, -0.444)  0.00
H (0.098, -0.163, -3.207)  0.00
H (-0.217, -1.862, -5.005)  0.00
C (-1.104, 4.353, -1.390)  0.00
Si (-2.137, 2.774, -1.316)  0.02
C (-2.034, 1.985, -3.031)  0.00
C (-3.936, 3.352, -1.120)  0.01
As (-1.717, 1.175, 0.321)  0.12
Si (-0.983, 2.606, 2.000)  0.02
C (-2.251, 3.985, 2.330)  0.01
C (-0.818, 1.648, 3.616)  0.00
C (0.679, 3.443, 1.706)  0.00
H (-1.452, 4.971, -2.227)  0.00
H (-0.053, 4.106, -1.541)  0.00
H (-1.198, 4.943, -0.474)  0.00
H (-2.488, 2.634, -3.788)  0.00
H (-2.555, 1.023, -3.042)  0.00
H (-0.986, 1.821, -3.285)  0.00
H (-4.213, 4.069, -1.901)  0.00
H (-4.086, 3.826, -0.148)  0.00
H (-4.615, 2.497, -1.174)  0.00
H (-3.233, 3.557, 2.548)  0.00
H (-2.360, 4.644, 1.465)  0.00
H (-1.942, 4.598, 3.184)  0.00
H (-1.731, 1.099, 3.853)  0.00
H (-0.593, 2.335, 4.440)  0.00
H (-0.011, 0.916, 3.538)  0.00
H (0.692, 4.034, 0.790)  0.00
H (1.470, 2.694, 1.618)  0.00
H (0.905, 4.099, 2.556)  0.00

Energy above the lowest of the compared OMol25 structures with the same formula, charge and spin (kcal/mol): 1.12
Charge: -2
E_LUMO (alpha / beta) (eV): 4.005 / 4.005
Frontier orbital gap (alpha / beta) (eV): 5.2794 / 5.7932
2S+1: 2

***

[6]
C7H8N4 | ωB97M-V with the def2-TZVPD basis set

Each line ends with the natural charge from an NBO analysis.
Geometry (Å):
N (-2.855, 1.720, -0.448)  -0.32
C (-2.069, 0.928, -0.201)  0.26
C (-1.281, -0.297, 0.015)  0.15
N (-1.668, -1.350, -0.854)  -0.82
N (-1.675, -0.602, 1.381)  -0.80
C (0.213, 0.046, -0.112)  -0.09
C (0.679, 1.247, 0.229)  -0.15
C (2.080, 1.464, 0.306)  -0.24
C (2.850, 0.448, -0.112)  0.03
N (2.399, -0.754, -0.489)  -0.41
C (1.122, -0.985, -0.408)  0.05
H (-1.122, -1.419, -1.604)  0.37
H (-2.723, -1.391, -1.033)  0.39
H (-0.984, -1.097, 1.919)  0.38
H (-2.487, -1.175, 1.177)  0.36
H (0.243, 2.124, 0.508)  0.23
H (2.518, 2.455, 0.537)  0.23
H (3.993, 0.651, -0.271)  0.19
H (0.767, -2.015, -0.539)  0.21

Energy above the lowest of the compared OMol25 structures with the same formula, charge and spin (kcal/mol): 40.82
SMILES: N#CC(N)(N)c1cccnc1
E_LUMO (eV): 0.678
Frontier orbital gap (eV): 10.6155